This record from the OMol25 dataset describes a cluster of 5 separate species, C21H42N3O20S4 in total. The level of theory is ωB97M-V with the def2-TZVPD basis set.

Results
Charge: +1
Spin multiplicity: 1
Electronic energy, hartree: -4086.4236
Molecular weight, g mol⁻¹: 784.84
HOMO, eV: -12.29

Atoms and positions in Å:
C  3.488  2.185  -4.111
C  2.572  0.881  -3.603
C  1.018  1.217  -4.004
C  2.858  0.738  -1.994
C  1.995  -0.500  -1.275
C  2.064  -0.212  0.337
N  2.361  -1.421  1.196
C  2.784  -0.862  2.571
C  2.955  -2.114  3.654
C  4.460  -1.967  4.352
N  5.546  -2.278  3.339
C  1.721  0.221  3.191
C  2.506  1.158  4.332
O  3.767  1.737  3.838
O  3.573  2.795  3.103
O  1.158  1.172  2.220
C  0.738  0.519  0.971
N  -0.473  -0.381  1.093
C  -1.502  0.379  1.609
O  -2.592  1.168  1.823
H  3.082  3.186  -3.604
H  3.439  2.328  -5.272
H  4.591  2.059  -3.692
H  3.035  -0.051  -4.141
H  0.208  0.747  -3.303
H  0.828  0.828  -5.109
H  0.897  2.400  -3.919
H  3.997  0.669  -1.700
H  2.462  1.741  -1.483
H  2.532  -1.487  -1.626
H  0.887  -0.562  -1.697
H  2.970  0.545  0.510
H  1.536  -2.087  1.288
H  3.165  -2.008  0.856
H  3.874  -0.441  2.404
H  2.858  -3.157  3.128
H  2.173  -2.085  4.526
H  4.621  -0.843  4.680
H  4.609  -2.678  5.280
H  5.109  -2.558  2.430
H  6.037  -1.361  3.161
H  0.881  -0.355  3.814
H  1.755  2.029  4.613
H  2.692  0.561  5.334
H  4.428  3.132  2.690
H  0.423  1.396  0.229
C  -3.897  0.130  -3.835
C  -4.258  -1.256  -3.307
O  -3.754  -2.169  -4.280
S  -2.407  -1.538  -4.950
O  -1.260  -2.107  -4.278
O  -2.564  -1.548  -6.386
O  -2.602  -0.010  -4.417
H  -4.591  0.446  -4.620
H  -3.879  0.882  -3.042
H  -5.336  -1.385  -3.180
H  -3.753  -1.460  -2.358
C  3.585  4.203  6.427
C  2.651  5.404  6.308
O  3.007  6.262  7.391
S  4.603  6.104  7.688
O  5.296  7.182  7.018
O  4.779  5.807  9.091
O  4.844  4.737  6.834
H  3.241  3.511  7.203
H  3.687  3.664  5.481
H  1.598  5.121  6.372
H  2.826  5.949  5.375
C  -6.175  -0.381  2.805
C  -4.833  -0.943  3.265
O  -5.085  -1.506  4.551
S  -6.613  -2.073  4.590
O  -6.574  -3.494  4.323
O  -7.282  -1.507  5.739
O  -7.154  -1.318  3.250
H  -6.384  0.582  3.283
H  -6.224  -0.265  1.719
H  -4.058  -0.175  3.326
H  -4.496  -1.748  2.604
C  -4.117  -2.916  -8.727
C  -4.279  -4.398  -8.400
O  -5.396  -4.831  -9.174
S  -5.443  -3.975  -10.561
O  -4.818  -4.763  -11.600
O  -6.760  -3.397  -10.697
O  -4.404  -2.799  -10.120
H  -4.844  -2.309  -8.178
H  -3.108  -2.554  -8.514
H  -4.455  -4.573  -7.337
H  -3.402  -4.970  -8.723